A cluster of 4 separate species, C17H48BN3O16P4 in total, computed with ωB97M-V/def2-TZVPD.

Values from the calculation:
**2S+1**: 1
**E**: -93464.6399 eV
**LUMO energy**: -2.09 eV
**SMILES string**: COC[C@H](O[C@@H](CC(=O)N(C)C)B(N)O)[PH2]=N.COP(=O)(OC)OC.COP(=O)(OC)OC.COP(=O)(OC)OC
**HOMO energy**: -7.782 eV
**Gap between HOMO and LUMO**: 0.209 Eh
**Maximum force**: 8.9 eV Å⁻¹

Bonds (Å) are listed after each position.
Geometry (Å):
1 C -2.4720 -0.9178 -3.3113  O2 1.427, H18 1.093, H19 1.092, H20 1.098
2 O -3.1391 0.3188 -3.0627  C1 1.427, C3 1.417
3 C -3.3994 1.0320 -4.2589  O2 1.417, C4 1.566, H21 1.102, H22 1.091
4 C -3.0950 2.5315 -3.9242  C3 1.566, O5 1.421, P16 1.865, H23 1.094
5 O -1.8598 2.5688 -3.2232  C4 1.421, C6 1.426
6 C -0.8302 3.2670 -3.9192  O5 1.426, C7 1.582, B13 1.591, H24 1.100
7 C 0.3395 3.4775 -2.8750  C6 1.582, C8 1.528, H25 1.090, H26 1.097
8 C 0.1259 2.5715 -1.6633  C7 1.528, O9 1.202, N10 1.392
9 O 0.3625 1.4028 -1.8168  C8 1.202
10 N -0.3642 3.0169 -0.4388  C8 1.392, C11 1.485, C12 1.477
11 C -0.2495 4.4881 -0.2694  N10 1.485, H27 1.091, H28 1.102, H29 1.088
12 C 0.3439 2.4056 0.7039  N10 1.477, H30 1.099, H31 1.086, H32 1.096
13 B -0.1862 2.5046 -5.1582  C6 1.591, N14 1.445, O15 1.418
14 N -0.2230 1.0758 -5.3720  B13 1.445, H33 1.016, H34 1.015
15 O 0.5098 3.2878 -6.1129  B13 1.418, H35 0.964
16 P -4.3746 3.0448 -2.6680  C4 1.865, N17 1.586, H36 1.413, H37 1.420
17 N -4.6290 4.6076 -2.5765  P16 1.586, H38 1.016
18 H -1.5468 -0.7140 -3.8557  C1 1.093
19 H -2.2554 -1.3547 -2.3339  C1 1.092
20 H -3.1483 -1.6013 -3.8425  C1 1.098
21 H -4.4867 0.9459 -4.4173  C3 1.102
22 H -2.8193 0.6677 -5.1082  C3 1.091
23 H -3.1277 3.1639 -4.8165  C4 1.094
24 H -1.1232 4.2735 -4.2535  C6 1.100
25 H 0.4997 4.5336 -2.6569  C7 1.090
26 H 1.2677 3.1216 -3.3389  C7 1.097
27 H -0.9270 5.0337 -0.9277  C11 1.091
28 H 0.7785 4.7764 -0.5443  C11 1.102
29 H -0.3968 4.7127 0.7853  C11 1.088
30 H 1.2951 2.9382 0.8396  C12 1.099
31 H 0.4514 1.3274 0.6303  C12 1.086
32 H -0.2746 2.5937 1.5888  C12 1.096
33 H 0.0624 0.9182 -6.3341  N14 1.016
34 H 0.3897 0.5543 -4.7537  N14 1.015
35 H 1.4068 3.4121 -5.7823  O15 0.964
36 H -3.9312 2.4576 -1.4621  P16 1.413
37 H -5.5651 2.3847 -3.0706  P16 1.420
38 H -5.6060 4.7443 -2.8195  N17 1.016
39 C -4.4763 -5.1058 -8.6422  O40 1.443, H47 1.087, H48 1.093, H49 1.092
40 O -3.6869 -4.8949 -7.4529  C39 1.443, P41 1.692
41 P -4.3919 -5.3389 -5.9806  O40 1.692, O42 1.495, O43 1.635, O45 1.655
42 O -4.2776 -4.0225 -5.2807  P41 1.495
43 O -3.1763 -6.3697 -5.6172  P41 1.635, C44 1.423
44 C -2.0273 -6.5921 -6.4273  O43 1.423, H50 1.090, H51 1.088, H52 1.089
45 O -5.3801 -6.1862 -4.9591  P41 1.655, C46 1.426
46 C -5.1694 -5.9966 -3.5619  O45 1.426, H53 1.088, H54 1.089, H55 1.090
47 H -3.8935 -4.7763 -9.4989  C39 1.087
48 H -4.7169 -6.1646 -8.7648  C39 1.093
49 H -5.3979 -4.5223 -8.5934  C39 1.092
50 H -1.3874 -5.7097 -6.4362  C44 1.090
51 H -2.3038 -6.8743 -7.4409  C44 1.088
52 H -1.4716 -7.4178 -5.9846  C44 1.089
53 H -5.5689 -5.0355 -3.2441  C46 1.088
54 H -4.1129 -6.0691 -3.3090  C46 1.089
55 H -5.7162 -6.7874 -3.0488  C46 1.090
56 C 5.2783 6.0244 5.0283  O57 1.443, H64 1.087, H65 1.093, H66 1.092
57 O 4.0891 5.2065 5.0257  C56 1.443, P58 1.691
58 P 4.2607 3.6126 4.4874  O57 1.691, O59 1.495, O60 1.638, O62 1.653
59 O 3.2346 3.6386 3.4005  P58 1.495
60 O 3.6933 2.9942 5.8939  P58 1.638, C61 1.423
61 C 3.2465 3.7697 7.0005  O60 1.423, H67 1.090, H68 1.088, H69 1.090
62 O 5.0347 2.1810 4.2005  P58 1.653, C63 1.428
63 C 4.2200 1.0817 3.7933  O62 1.428, H70 1.088, H71 1.089, H72 1.090
64 H 5.0103 7.0113 5.3973  C56 1.087
65 H 6.0410 5.5971 5.6838  C56 1.093
66 H 5.6748 6.1190 4.0154  C56 1.092
67 H 2.3187 4.2875 6.7570  C61 1.090
68 H 4.0064 4.4781 7.3228  C61 1.088
69 H 3.0528 3.0824 7.8239  C61 1.090
70 H 3.9236 1.1919 2.7523  C63 1.088
71 H 3.3416 0.9862 4.4296  C63 1.089
72 H 4.8223 0.1780 3.8814  C63 1.090
73 C 2.1165 -0.5782 7.7348  O74 1.443, H81 1.088, H82 1.093, H83 1.093
74 O 1.9068 -1.8633 7.1131  C73 1.443, P75 1.705
75 P 3.2715 -2.8716 6.9435  O74 1.705, O76 1.507, O77 1.635, O79 1.670
76 O 3.0774 -2.9821 5.4529  P75 1.507
77 O 2.5842 -4.1064 7.7653  P75 1.635, C78 1.423
78 C 1.3185 -4.0395 8.4131  O77 1.423, H84 1.090, H85 1.088, H86 1.089
79 O 4.7276 -3.6887 6.9936  P75 1.670, C80 1.424
80 C 4.8677 -4.8164 6.1355  O79 1.424, H87 1.088, H88 1.089, H89 1.090
81 H 1.1617 -0.0585 7.7702  C73 1.088
82 H 2.4919 -0.6964 8.7542  C73 1.093
83 H 2.8231 0.0153 7.1487  C73 1.093
84 H 0.5160 -3.9676 7.6795  C78 1.090
85 H 1.2731 -3.2068 9.1125  C78 1.088
86 H 1.1916 -4.9633 8.9762  C78 1.089
87 H 5.0221 -4.4952 5.1079  C80 1.088
88 H 4.0005 -5.4719 6.2005  C80 1.089
89 H 5.7534 -5.3590 6.4675  C80 1.090

Which charges does Löwdin predict for the atoms? In e, they are:
1 C -0.0743
2 O -0.2188
3 C -0.2274
4 C -0.3928
5 O -0.1654
6 C -0.1993
7 C -0.0229
8 C -0.4732
9 O 0.0880
10 N -0.1218
11 C -0.0656
12 C -0.0559
13 B -0.5382
14 N 0.1965
15 O 0.0976
16 P 0.7787
17 N -0.3443
18 H 0.0715
19 H 0.0915
20 H 0.0844
21 H 0.1015
22 H 0.1081
23 H 0.1350
24 H 0.1475
25 H 0.1024
26 H 0.1178
27 H 0.0915
28 H 0.0894
29 H 0.0855
30 H 0.0908
31 H 0.0847
32 H 0.0881
33 H 0.0824
34 H 0.0933
35 H 0.0963
36 H 0.0249
37 H 0.0146
38 H -0.0700
39 C -0.1132
40 O -0.2637
41 P 0.6215
42 O -0.2625
43 O -0.2516
44 C -0.1051
45 O -0.2822
46 C -0.1176
47 H 0.0877
48 H 0.0843
49 H 0.0859
50 H 0.0930
51 H 0.0794
52 H 0.0887
53 H 0.0844
54 H 0.0864
55 H 0.0899
56 C -0.1119
57 O -0.2634
58 P 0.6206
59 O -0.2635
60 O -0.2593
61 C -0.1066
62 O -0.2812
63 C -0.1081
64 H 0.0880
65 H 0.0843
66 H 0.0862
67 H 0.0943
68 H 0.0804
69 H 0.0823
70 H 0.0843
71 H 0.0810
72 H 0.0926
73 C -0.1179
74 O -0.2721
75 P 0.6790
76 O -0.2686
77 O -0.2488
78 C -0.1034
79 O -0.3026
80 C -0.1294
81 H 0.0892
82 H 0.0810
83 H 0.0755
84 H 0.0940
85 H 0.0813
86 H 0.0894
87 H 0.0815
88 H 0.0854
89 H 0.0887